A cluster of 10 separate species, C49H126N10O12 in total. Source: OMol25; level of theory: the ωB97M-V functional and the def2-TZVPD basis.

The geometry in XYZ format:
```
197
Properties=species:S:1:pos:R:3:forces:R:3:lowdin_charge:R:1
C -23.5243 18.9141 24.6119 -1.16 -0.43 -0.33 -0.0478
C -22.7715 17.7732 25.3140 2.92 1.27 -0.26 -0.4488
C -21.3987 18.3670 25.9987 -1.66 0.56 0.47 -0.0127
C -23.6476 17.1834 26.3876 0.57 -3.50 0.14 -0.1183
C -23.2343 15.6169 26.7089 0.12 3.35 -1.07 -0.1259
C -23.1724 14.9072 25.3541 -0.87 -1.44 0.84 -0.1690
C -22.1568 15.4257 24.3398 0.92 -0.54 -1.04 -0.4307
C -20.6833 15.0269 24.8108 -0.61 0.15 0.10 -0.0158
C -22.3550 14.6576 22.9188 -0.10 0.44 1.78 -0.0264
N -22.4170 16.8503 24.1841 -2.49 -1.46 2.48 -0.1721
O -21.6464 17.4569 23.2610 1.26 0.72 -1.36 -0.0030
H -24.4399 18.4846 24.2055 -0.07 -0.60 -0.25 0.0772
H -24.0151 19.6625 25.2341 0.99 0.43 0.38 0.0868
H -23.0245 19.2903 23.7193 0.30 0.48 0.58 0.0771
H -20.6423 17.7000 26.4123 -0.03 -0.49 -0.84 0.0563
H -20.9749 19.2066 25.4478 0.27 -0.54 -0.54 0.0685
H -21.6831 18.8739 26.9208 -0.56 0.16 0.18 0.0588
H -23.5742 17.6797 27.3552 -0.29 0.50 -0.42 0.1103
H -24.6596 17.0612 26.0015 -0.23 0.51 0.26 0.1080
H -22.2566 15.6879 27.1856 0.11 -0.40 0.07 0.0970
H -23.9762 15.3344 27.4558 0.08 -0.75 -0.36 0.1017
H -24.1746 14.8146 24.9359 -0.24 0.83 -0.33 0.1177
H -23.0283 13.8425 25.5378 0.76 -0.22 -0.02 0.1040
H -20.7138 14.1063 25.3938 -0.21 -0.06 0.15 0.0725
H -20.2306 15.7918 25.4417 -0.06 0.04 -0.09 0.0588
H -19.9898 14.7845 24.0055 -0.18 0.41 -0.30 0.0562
H -22.2397 13.6075 23.1873 0.19 -0.17 -0.26 0.0669
H -21.6264 14.9257 22.1537 0.20 0.11 0.33 0.0692
H -23.3413 14.7522 22.4648 -0.21 0.33 0.31 0.0720
H -22.2660 17.5210 22.5305 0.34 0.28 -0.54 0.1111
C -20.2037 6.2425 18.2501 0.39 1.22 0.14 -0.1213
O -21.3214 6.0314 19.0556 -1.01 -0.99 0.60 -0.1894
C -21.4483 6.8431 20.2370 -0.26 -1.37 -0.57 -0.1664
C -22.5051 7.8908 20.0676 -1.44 2.59 -0.61 -0.3946
C -22.4072 8.8145 18.8274 0.41 -0.11 -0.07 -0.0451
N -22.7323 8.7023 21.2970 1.01 -0.03 -0.24 0.0468
H -19.3141 6.2906 18.8781 0.32 0.31 -0.03 0.0813
H -20.3907 7.1802 17.7267 0.71 0.26 -0.23 0.0722
H -19.9843 5.4948 17.4879 -0.76 -0.46 0.28 0.0889
H -21.8966 6.2032 20.9971 0.37 -0.46 0.17 0.1235
H -20.4488 7.0989 20.5888 -0.07 0.77 0.00 0.1268
H -23.5098 7.4853 19.9485 0.36 -1.39 -0.59 0.1307
H -22.2841 8.1739 17.9541 0.03 0.07 -0.08 0.0683
H -21.6342 9.5828 18.8134 0.52 -0.28 0.37 0.0684
H -23.2952 9.4165 18.6350 -0.44 -0.29 0.35 0.0723
H -22.8923 8.0658 22.0647 0.03 -0.17 0.32 0.0669
H -23.6250 9.1504 21.1476 0.06 0.32 0.13 0.0256
C -28.7836 13.2259 22.1556 -1.86 1.63 1.48 -0.1770
O -28.0165 12.1224 22.1326 0.75 -3.19 -2.19 -0.1704
C -28.2238 11.3342 20.9030 -0.52 0.67 0.57 -0.1830
C -27.3908 10.1394 21.0560 2.13 -2.03 -1.08 -0.4412
C -25.9198 10.5187 21.0402 0.24 -0.32 0.96 -0.0541
N -27.5777 9.1318 19.9631 -1.97 0.81 -0.14 0.0334
H -29.7500 13.1277 21.6610 0.26 0.19 -1.14 0.0884
H -28.1982 14.1195 21.9391 -0.40 0.26 -0.39 0.0951
H -29.2066 13.3026 23.1572 0.51 0.47 0.62 0.0857
H -29.2351 10.9330 20.8365 -0.58 0.69 0.11 0.1251
H -27.9889 11.8771 19.9875 0.04 0.37 0.08 0.1380
H -27.7918 9.6591 21.9485 0.91 0.19 0.72 0.1411
H -25.3762 9.6325 21.3677 0.23 0.20 0.30 0.0551
H -25.7372 11.3749 21.6895 0.17 -0.25 0.22 0.0822
H -25.5104 10.7794 20.0642 -0.56 -0.04 -0.32 0.0856
H -26.9975 8.3176 19.8204 0.98 0.53 0.68 0.0638
H -28.4617 8.7051 20.2011 -0.45 -0.15 -0.49 0.0584
C -20.0290 17.6257 13.8548 0.42 -1.71 -0.30 -0.1258
O -20.8458 18.6503 13.4144 0.12 0.11 -0.52 -0.1333
C -21.3379 19.3279 14.5008 -0.23 1.80 1.23 -0.2308
C -22.2364 20.4860 14.0831 -1.80 -1.88 0.45 -0.4878
C -21.6593 21.5584 13.3154 1.27 1.64 -1.95 -0.0816
N -22.9513 21.0444 15.2068 0.42 0.21 1.09 0.0385
H -20.5685 16.9507 14.5192 -0.41 -0.39 -0.02 0.0704
H -19.1504 17.8405 14.4631 0.23 0.97 -0.17 0.0925
H -19.7005 17.0693 12.9769 -0.01 0.06 0.15 0.0756
H -21.9168 18.7118 15.1889 -0.32 -0.58 -0.09 0.1060
H -20.5103 19.6716 15.1213 0.33 0.40 0.14 0.1359
H -23.0124 20.0064 13.4864 0.13 -0.41 -0.74 0.1367
H -21.0955 21.1551 12.4743 0.48 0.05 0.13 0.0858
H -21.0798 22.2604 13.9150 0.33 -0.25 0.06 0.0902
H -22.3971 22.1790 12.8067 -0.44 -0.02 0.23 0.0816
H -23.7547 21.5437 14.8526 -0.15 -0.02 0.27 0.0767
H -23.2416 20.3046 15.8301 -0.39 0.07 0.12 0.0661
C -16.2865 9.7824 19.6762 -0.71 -1.11 -0.53 -0.1168
O -16.2206 10.9715 20.4075 0.13 -0.21 0.57 -0.1698
C -17.0211 11.9721 19.8281 0.43 0.90 -1.43 -0.2248
C -16.1880 12.7777 18.7551 -2.36 0.36 1.27 -0.3475
C -15.0658 13.4957 19.4512 2.24 -0.06 -0.44 -0.0727
N -17.1337 13.7463 18.0311 1.67 -1.06 0.90 0.0513
H -17.1544 9.1589 19.8907 -0.94 0.47 0.29 0.0765
H -15.5466 9.0145 19.9019 0.97 0.88 0.06 0.0893
H -16.3563 9.9880 18.6080 0.45 -0.17 -0.19 0.0782
H -17.8826 11.5523 19.3089 -0.24 -0.20 0.04 0.1049
H -17.3961 12.6611 20.5850 0.16 -0.07 0.27 0.1154
H -15.8775 12.0043 18.0526 0.41 0.45 -0.27 0.1259
H -14.2015 12.8507 19.6093 -0.15 -0.62 0.21 0.0776
H -15.1876 13.9645 20.4277 -0.90 -0.03 -0.07 0.0856
H -14.5723 14.2231 18.8066 -0.46 0.41 -0.26 0.0615
H -16.4705 14.3591 17.5787 0.37 0.03 -1.01 0.0207
H -17.4392 14.4281 18.7108 -0.71 -0.13 0.71 0.0785
C -23.0147 13.2095 12.8321 -0.78 0.74 0.00 -0.0792
O -23.7863 14.0112 13.7386 -0.18 -0.61 -2.06 -0.1931
C -23.0579 15.0582 14.3276 -0.42 -3.00 1.83 -0.2134
C -23.9569 15.4228 15.4927 -0.41 3.37 0.38 -0.4003
C -25.1294 16.3321 15.0458 -0.65 -1.23 -0.70 -0.0612
N -23.2113 16.2279 16.4694 0.56 0.01 0.45 0.0443
H -22.2381 13.8249 12.3780 0.15 -0.07 -0.16 0.0779
H -23.7101 12.8845 12.0582 0.16 -0.13 -0.05 0.0859
H -22.5661 12.3347 13.3028 0.04 0.03 0.30 0.0830
H -22.2345 14.4834 14.7516 0.91 0.69 0.27 0.0947
H -22.6511 15.8419 13.6886 -0.54 0.32 -0.22 0.1326
H -24.3781 14.6507 16.1365 0.25 -0.80 -0.97 0.1469
H -25.9071 16.3304 15.8096 0.35 0.72 0.34 0.0731
H -25.6894 15.9191 14.2069 0.25 -0.47 -0.32 0.0670
H -24.8283 17.3082 14.6655 0.20 0.18 0.64 0.0695
H -22.4897 16.7530 15.9964 0.04 0.44 -0.18 0.0351
H -22.6709 15.5909 17.0370 0.09 -0.09 0.38 0.0438
C -18.4243 14.6369 12.7664 0.37 0.55 -2.21 -0.1335
O -17.9755 15.2351 13.9414 -1.40 -0.78 0.47 -0.2335
C -16.9099 14.5626 14.6397 -0.87 2.60 -0.17 -0.1481
C -16.2064 15.7583 15.2843 2.29 1.05 -1.47 -0.4006
C -15.6846 16.7369 14.1460 -1.20 -0.56 0.88 -0.0451
N -15.0070 15.3152 15.9970 -0.01 -0.44 0.75 0.0214
H -17.6230 14.6450 12.0276 0.65 -0.44 -0.03 0.0865
H -19.1168 15.2683 12.2096 -0.36 0.51 0.73 0.0692
H -18.8983 13.6606 12.6648 0.15 -0.47 1.29 0.0880
H -17.3109 13.9250 15.4276 0.37 -0.68 -0.56 0.0946
H -16.2779 14.2047 13.8269 0.37 -0.96 0.57 0.1277
H -16.7757 16.3655 15.9882 -0.61 -0.50 -0.07 0.1405
H -15.1270 17.5430 14.6229 0.14 -0.03 -0.13 0.0710
H -16.5138 17.1728 13.5888 0.11 -0.01 -0.11 0.0651
H -15.0473 16.1498 13.4848 0.11 0.17 -0.12 0.0758
H -14.4996 16.1324 16.3052 -0.04 0.17 0.31 0.0727
H -14.3514 14.8781 15.3651 -0.05 -0.34 -0.27 0.0742
C -22.2909 12.4318 20.3383 0.03 -0.45 -0.63 -0.0739
O -21.9144 12.5812 18.9640 -0.39 -0.94 -0.34 -0.1855
C -20.9243 13.4826 18.5567 -0.16 1.97 0.51 -0.2111
C -20.6945 13.5057 17.0396 0.05 -1.12 -0.63 -0.4142
C -20.4035 12.0686 16.6126 -0.41 -0.44 0.36 -0.0549
N -19.5648 14.3227 16.6136 -0.46 0.67 0.83 0.0553
H -23.1370 13.0400 20.6580 0.33 0.93 -0.20 0.0742
H -21.4405 12.4925 21.0176 -0.03 0.10 0.05 0.0761
H -22.7461 11.4446 20.4185 0.50 -0.35 -0.07 0.0579
H -21.2180 14.4747 18.8995 -0.13 0.53 -0.13 0.1156
H -19.9469 13.3707 19.0261 0.28 -0.75 0.23 0.1081
H -21.5168 13.9184 16.4550 -0.54 -0.32 0.57 0.0941
H -20.1079 12.0431 15.5637 0.00 -0.21 0.02 0.0727
H -21.1979 11.3549 16.8310 -0.36 0.16 -0.33 0.0687
H -19.6033 11.7076 17.2586 0.53 0.04 -0.22 0.0675
H -19.6814 14.5843 15.6451 0.18 -0.03 -0.07 0.0489
H -18.7106 13.8054 16.7644 0.22 0.16 0.05 -0.0012
C -17.3068 12.6210 25.3379 -1.30 0.04 -1.40 -0.0452
O -18.1446 11.6003 24.6768 1.15 -0.18 2.77 -0.1970
C -18.3812 11.8121 23.3525 1.18 -0.77 -3.14 -0.2449
C -18.9998 10.6100 22.4878 -1.19 0.28 1.66 -0.1623
N -20.4160 10.3678 22.7930 -0.14 -0.15 2.27 -0.0452
C -20.6024 9.7198 24.1796 1.06 1.53 -1.07 -0.1756
C -22.0395 9.7752 24.6243 -0.25 -0.46 -0.12 -0.2328
O -22.1733 9.2910 25.9507 0.36 1.34 -0.21 -0.1899
C -21.9123 10.1697 27.0620 -0.57 -1.75 0.73 -0.0963
H -17.0238 12.3188 26.3463 -0.52 -0.12 -0.19 0.0882
H -17.8833 13.5434 25.2686 -0.35 0.16 0.82 0.0680
H -16.4096 12.9548 24.8167 0.38 -0.96 -0.55 0.0794
H -17.4168 11.8796 22.8491 0.62 0.22 -0.18 0.0944
H -18.8093 12.7965 23.1634 -0.93 -0.03 -0.08 0.1080
H -18.5088 9.6508 22.6518 0.98 0.16 0.43 0.1088
H -18.8490 10.7914 21.4236 -0.20 0.53 0.07 0.0883
H -20.9518 9.8671 22.0985 0.12 -0.25 -0.19 0.0477
H -20.0229 10.2771 24.9156 -0.27 1.11 -0.19 0.0904
H -20.0384 8.8167 24.4126 -0.59 -1.22 -1.02 0.1157
H -22.7300 9.1481 24.0604 0.25 -0.21 -0.28 0.0988
H -22.4005 10.7873 24.4418 -0.05 0.33 0.45 0.1159
H -21.6671 9.3649 27.7551 0.02 0.59 0.84 0.0854
H -22.8224 10.6625 27.4039 -0.22 0.04 -0.19 0.0766
H -21.1126 10.9058 27.1440 0.38 -0.12 -1.20 0.0810
C -17.7309 9.4693 15.1657 -0.87 2.17 1.57 -0.1669
O -17.7712 8.2651 14.5786 0.95 -2.62 -1.58 -0.1794
C -16.7704 7.3485 15.0014 -0.18 -0.73 -0.89 -0.1959
C -15.2936 7.5768 14.5084 -0.15 -0.92 1.88 -0.1587
N -14.3983 8.0787 15.5906 -0.85 0.54 -0.45 -0.0832
C -13.8810 7.1258 16.5949 0.84 0.99 -1.21 -0.1704
C -12.5346 6.4559 16.1357 -0.45 0.32 0.82 -0.1953
O -11.4748 7.4091 15.9600 -0.71 0.17 0.13 -0.1863
C -10.2336 6.7670 15.8795 0.30 -1.24 -0.42 -0.1415
H -18.4675 9.4901 15.9689 -0.07 0.08 0.66 0.0750
H -18.1333 10.2220 14.4877 0.54 0.24 -0.27 0.0860
H -16.7669 9.7238 15.6062 0.19 0.27 -0.30 0.0854
H -17.0983 6.3979 14.5806 -0.02 0.01 -0.38 0.1120
H -16.8853 7.1402 16.0652 0.55 0.52 0.47 0.1121
H -15.2964 8.1223 13.5647 0.16 0.53 0.39 0.1220
H -14.9090 6.5891 14.2541 -0.20 -0.38 -0.33 0.0938
H -13.6692 8.6798 15.2340 0.08 -0.14 0.09 0.0970
H -14.6671 6.4311 16.8909 0.18 -0.44 -0.47 0.1109
H -13.7410 7.7124 17.5029 0.50 -0.02 0.07 0.1052
H -12.6662 5.9011 15.2067 -0.13 -0.07 -0.18 0.1147
H -12.2009 5.7598 16.9052 -0.13 -0.30 0.16 0.1114
H -9.9446 6.2177 16.7755 0.08 0.71 0.84 0.0826
H -9.4350 7.4081 15.5063 -0.32 0.31 0.35 0.0918
H -10.2505 5.8987 15.2208 -0.35 0.05 -0.88 0.0779
```
Positions in Å, forces in eV/Å.

Results
HOMO energy = -7.8180 eV
Energy = -3392.4153 a.u.
Orbital gap = 8.362 eV
M = 1047.6 g mol⁻¹
E_LUMO = 0.02001 hartree